(1)
Density functional theory data (wB97M-V/def2-TZVPD) for a cluster of 8 separate species, C16H48O8 in total at a distorted geometry.

```
! wB97M-V def2-TZVPD RIJCOSX def2/J DEFGRID3
* xyz 0 1
H -2.9066 -0.4630 -0.1696
H 2.8569 1.2566 1.0745
H -1.5419 -1.5100 3.9198
H 1.8061 1.1654 -4.6533
H -2.9565 -0.9479 2.1265
H -3.3625 1.8319 5.2078
C -3.4577 -1.4614 2.9511
H 3.2906 -1.1691 -2.6289
H 0.9340 -5.7106 -3.3313
C 1.8435 -5.1709 -3.0502
H 5.8707 -1.3439 -0.9767
C -2.2846 3.7854 0.0039
H 2.4342 0.5218 2.9466
H 1.8428 -1.8478 3.0840
C 3.9048 -1.0653 -1.7306
C 5.3665 -1.3391 -1.9526
C -2.0550 2.4562 3.6449
H -1.6393 0.6173 0.5051
H -4.2073 -2.1444 2.5536
H 0.9031 -3.2966 -2.6899
C 1.9079 -1.3927 2.0971
O -4.1107 -0.4625 3.7598
H 2.9160 -3.9304 -4.1289
C -2.4059 -2.1637 3.7751
H -2.0727 -3.0934 3.3161
H -1.6138 3.3618 3.2387
H 3.7077 -0.0190 -1.4726
H -2.9040 5.5340 -1.0735
C 1.2160 1.5367 -3.8088
C -0.2689 1.5674 -4.1632
C 1.7641 0.1239 2.1769
H -0.6298 -1.5970 0.3187
H 2.4957 -3.4462 -2.0292
H -0.3904 1.8466 -5.2113
H 2.4001 -5.9205 -2.4613
C -2.1023 4.7963 -1.1079
O 2.6074 -4.8388 -4.1922
H -5.0580 -0.5682 3.6490
H -1.1283 5.2813 -1.1202
H 2.8672 -1.6314 1.6402
H 1.1516 -4.3116 -1.1966
H -2.9843 3.0159 -0.3418
O 5.4832 -2.6599 -2.5075
H -2.7739 -2.3791 4.7806
H 0.9292 -0.2693 -0.4559
H -2.2135 4.2889 -2.0721
H 1.1193 -1.7940 1.4591
H -2.2468 3.1199 5.7226
O -2.7709 4.4352 1.1743
H -1.1915 -1.8794 -1.2968
C -0.8775 -1.0839 -0.6223
O 1.6953 2.8352 -3.4797
H 0.7591 0.4245 2.4864
H -1.3516 3.2749 0.2715
H 1.1107 3.4711 -3.9012
C -2.8566 2.7514 4.9005
O 0.3095 -0.5031 -1.1571
C 1.5572 -3.9884 -2.1505
C -1.9107 -0.0353 -0.3262
H -3.3058 1.1297 2.9696
H -0.7503 0.6028 -3.9933
H -1.3070 1.6887 3.8578
H -3.6352 3.4798 4.6677
H 3.5095 -1.6827 -0.9271
H -0.8013 2.2762 -3.5261
H 5.8530 -0.5799 -2.5680
H -2.0538 0.6630 -1.1586
H -3.1606 3.7627 1.7467
H 1.3972 0.8759 -2.9630
O 2.0727 0.7281 0.9139
H 6.3321 -2.7475 -2.9483
O -2.9277 1.9415 2.6040
*
```

Values from the calculation:
energy relative to the best compared isomer or geometry (same formula, charge and spin) = 52.8 kcal per mole
HOMO = -9.62 eV
LUMO energy = 0.01741 Ha
structure (SMILES) = CCO.CCO.CCO.CCO.CCO.CCO.CCO.CCO
electronic energy = -1240.22399 hartree

(2)
Density functional theory data (wB97M-V/def2-TZVPD) for a cluster of 8 separate species, C16H48O8S8 in total at a distorted geometry.

```
! wB97M-V def2-TZVPD RIJCOSX def2/J DEFGRID3
* xyz 0 1
C -18.6629 22.6758 -10.5686
C -20.3906 24.1356 -7.2570
S -27.7690 17.9703 -9.8569
H -18.4833 25.3579 -9.0931
H -16.6919 19.7143 -11.3078
H -18.1070 19.9523 -10.1781
S -22.7828 18.3365 -14.2977
H -19.9263 24.4093 -6.3222
H -20.8160 19.7418 -14.1909
C -20.4056 18.9527 -4.8553
C -21.8684 22.5996 -1.8508
H -19.8131 23.5884 -7.9895
H -21.5374 19.7958 -15.8968
H -22.4054 19.4723 -12.3046
H -28.2421 16.3801 -7.9900
H -19.2997 26.7498 -9.6487
C -21.8451 21.8097 -9.8632
O -22.9737 21.0403 -3.7682
C -21.7480 20.0699 -6.7886
O -19.3207 20.9174 -12.4562
H -19.3660 23.3461 -11.0471
H -21.4185 21.4743 -8.9184
H -23.8601 18.2771 -12.1558
O -21.7048 17.3293 -13.7136
H -23.3827 22.1538 -7.5583
H -23.3331 23.7433 -8.2942
H -19.9474 18.2320 -4.3014
H -27.2468 15.7591 -9.3770
H -22.8770 17.6678 -8.6800
C -21.7663 19.7749 -14.7797
H -21.4432 21.7516 -1.3769
H -22.8187 22.8623 -1.5194
H -16.6337 21.0031 -10.0073
S -21.8796 22.0715 -3.5559
C -22.7419 17.1129 -9.6507
H -22.2863 19.8688 -7.7128
H -23.3178 16.1644 -9.6341
O -22.1583 17.5254 -6.2570
H -22.3412 20.6581 -14.5283
H -20.9810 19.1203 -9.2223
H -23.9627 19.8645 -12.9661
C -23.8161 22.7469 -8.3393
C -26.0847 18.1753 -10.2858
H -23.2495 24.0943 -3.6019
S -18.0850 21.5641 -11.8220
S -23.6011 21.9894 -9.9290
H -23.3529 17.7554 -10.3249
H -21.1418 23.4025 -1.7088
H -19.8823 19.8754 -4.9860
O -21.4923 25.1148 -9.5218
H -21.6307 21.1901 -10.7839
H -21.2158 19.1692 -4.1568
H -25.5815 17.3392 -10.7147
O -28.5090 17.2637 -11.0037
C -22.4328 23.6537 -4.1780
C -17.2903 20.4039 -10.6847
H -21.1877 23.4376 -7.1186
H -26.5256 16.7806 -8.2072
H -21.5413 24.2867 -3.9664
H -21.5032 22.7522 -10.0191
H -19.2126 22.1138 -9.8123
H -21.0031 20.8600 -6.9756
S -20.9983 16.8810 -10.0332
C -20.4690 18.5751 -10.0425
H -22.6667 23.4776 -5.2223
C -27.4678 16.6210 -8.7598
S -20.9795 18.4994 -6.4572
H -17.8982 23.2662 -10.1253
C -19.1517 26.0671 -8.7941
O -24.1714 20.6183 -9.6147
H -19.4978 18.5702 -9.6602
S -20.7819 25.6040 -8.2440
C -23.3048 19.0214 -12.7938
H -18.7744 26.6804 -7.9264
O -20.9481 16.4120 -11.4778
H -20.5198 19.0777 -10.9799
H -24.8557 22.7372 -8.3260
H -25.5242 18.6482 -9.4720
H -26.2313 18.8572 -11.1345
H -22.4686 20.4066 -6.0208
*
```

Values from the calculation:
energy relative to the best compared isomer or geometry (same formula, charge and spin) = 76.3 kcal per mole
HOMO = -7.66 eV
LUMO energy = -0.01932 Ha
electronic energy = -4425.43403 hartree

(3)
Density functional theory data (wB97M-V/def2-TZVPD) for a structure of composition C16H49CoO9 at a distorted geometry.

```
! wB97M-V def2-TZVPD RIJCOSX def2/J DEFGRID3
* xyz 1 4
H -28.9501 -9.0965 16.0349
H -25.2742 -12.1757 19.0370
H -30.9882 -8.6771 22.2303
O -28.0759 -8.8972 18.8818
H -29.8467 -13.4991 18.4246
C -27.2371 -8.7226 23.6689
O -25.8078 -8.2909 17.0517
H -29.7785 -7.0071 14.6261
H -27.0360 -6.1220 19.3859
H -24.8338 -10.9004 21.7912
O -30.2664 -10.6282 22.2118
H -25.1655 -9.4361 19.8490
H -30.5456 -8.8460 17.6967
H -26.2886 -11.7705 21.3037
H -27.4270 -7.0275 16.9557
H -32.0858 -10.4935 20.0393
C -25.2218 -11.6664 21.1180
O -28.3645 -9.8602 16.1917
O -29.0939 -6.3010 19.3853
H -24.7817 -12.6209 21.4292
H -30.2109 -13.3168 20.1456
C -31.2612 -9.6803 21.8781
H -27.5878 -12.5911 17.7585
O -27.8374 -11.8072 18.2600
H -28.3382 -10.5428 14.2185
C -26.4326 -7.0770 16.5188
H -28.7931 -7.1919 19.1625
O -29.8510 -7.6441 15.3422
O -27.8549 -9.4626 21.4862
H -26.9689 -3.7710 18.7572
H -32.1873 -9.9531 22.3840
C -30.5306 -7.0228 16.4538
C -28.6478 -10.8758 15.2126
O -25.4596 -10.1181 19.2360
H -26.8176 -7.6836 21.8166
H -25.5213 -6.9905 14.5257
C -31.5433 -9.6072 20.3861
C -26.4935 -7.0933 15.0088
H -26.2977 -9.2771 23.6823
H -25.8570 -6.2328 16.9015
H -29.0360 -8.8539 18.8291
H -29.4113 -10.2520 21.9449
H -30.5723 -11.9901 19.0901
C -31.2126 -8.1039 17.2604
H -29.7848 -6.5383 17.0967
H -30.2824 -11.8284 16.2262
H -28.5325 -11.3661 20.1378
H -27.9440 -9.2100 20.5397
H -28.0172 -9.3727 24.0729
C -27.9307 -4.2892 18.6923
C -27.9274 -5.5079 19.5885
C -27.6108 -8.2833 22.2808
H -27.1588 -7.8708 24.3443
H -28.7029 -3.5875 19.0064
C -24.8982 -11.3844 19.6827
H -24.9640 -8.4337 16.6081
H -30.8010 -10.5229 15.1437
H -30.6320 -9.4880 19.7997
H -30.2755 -12.0803 14.5012
H -28.5266 -7.6806 22.3116
Co -26.9630 -9.9197 17.7324
C -29.8539 -12.7916 19.2564
H -27.8420 -5.1942 20.6342
H -31.9177 -8.6429 16.6083
C -28.4606 -12.2539 19.5183
H -28.0933 -4.5522 17.6456
H -27.9917 -11.7184 15.4538
H -31.2615 -6.2870 16.1284
H -32.2474 -8.7887 20.1859
H -27.1422 -6.2963 14.6452
H -26.9476 -8.0308 14.6769
H -23.8174 -11.3370 19.5324
H -31.8637 -7.6958 18.0341
H -27.8378 -13.0232 19.9683
C -30.0828 -11.3314 15.2734
*
```

Values from the calculation:
energy relative to the best compared isomer or geometry (same formula, charge and spin) = 0.0 kcal per mole
HOMO (spin up / spin down) = -11.83 / -11.83 eV
LUMO energy (spin up / spin down) = -0.10598 / -0.11626 Ha
electronic energy = -2698.70456 hartree
⟨S²⟩ = 3.756

(4)
Density functional theory data (wB97M-V/def2-TZVPD) for a structure of composition C16H50B3N4O11P3 at a distorted geometry.

```
! wB97M-V def2-TZVPD RIJCOSX def2/J DEFGRID3
* xyz 0 1
H -4.4916 3.5402 2.2241
H 2.4092 -1.3076 -6.1627
H -2.4797 -2.9570 4.6352
H 4.6693 6.5911 3.7199
H 0.0478 -2.7110 -1.4069
N 2.5500 -4.6058 -5.2015
O -1.6121 4.7458 -2.2193
H 1.3014 -4.5020 -7.6621
N 5.0447 6.2791 2.8287
H -5.4159 -3.4760 1.6208
C -2.4720 -2.4967 -1.3920
H -4.5095 -1.3627 3.2898
H 0.2199 -3.0586 -3.1386
H -3.9659 -1.1557 4.7816
H -4.2385 -0.9171 -2.6581
H -2.7442 -0.5369 -3.0983
H -2.6362 6.1695 -0.5474
H -6.8656 -4.2675 2.2429
N -3.4181 -0.4030 -2.3487
H 3.4070 4.3374 0.4163
H 7.0512 4.8427 1.5951
O -5.6570 -3.5134 3.6885
C 2.0436 -3.7419 -7.4209
O 1.1008 -0.0270 3.9750
H 5.5282 4.7679 0.7307
H -2.1357 0.7510 -0.1802
H 4.2287 -1.3711 -7.4303
H -1.7192 -2.7355 2.4012
O -1.3268 0.3480 4.7096
C 2.7421 -2.1471 -5.5377
C 2.0214 -3.4458 -5.9249
C -4.4268 -3.7560 4.3412
C -1.7424 -0.1778 -0.5880
H -4.6188 -3.5587 5.3995
H -3.3857 -3.0787 -1.5510
B -3.3379 3.5462 1.9697
C -5.8005 -4.1191 2.4165
C -2.8742 -1.0355 -1.1427
H 5.7771 -1.6971 -6.6294
N -3.6651 -1.4400 3.8518
P -1.5944 5.2606 -0.8355
H -5.3008 -5.0912 2.3766
C 4.0839 4.0144 3.2218
H -0.0853 -1.3993 -2.6169
O -1.6925 -2.7083 -2.5535
C -2.6822 -3.2281 2.5388
H -1.0223 0.0905 -1.3623
C 2.9085 3.7181 1.1659
H -2.1855 0.3446 4.2255
H -1.9687 -2.9239 -0.5160
B -1.1035 3.5376 2.5573
P 0.1484 2.9065 3.8764
H 4.2984 2.9379 3.1683
O 4.1536 -2.2287 -5.5351
H 1.8116 -2.8486 -8.0039
C -3.2742 -2.8510 3.8904
H 2.4667 -1.9038 -4.5076
O -2.3782 3.9742 2.8609
H -0.4070 5.9331 -0.4867
H 3.7938 4.2295 4.2551
C 5.3351 4.8448 2.9017
H -3.3231 -2.9141 1.7165
H 6.0332 4.6887 3.7299
H -2.5259 -4.3059 2.4613
C 4.7715 -2.0807 -6.7991
O -0.6445 0.5441 2.3097
H 6.1393 3.3328 1.5632
B -1.7606 3.8356 0.4728
H 0.9734 -3.3206 -5.6351
P -0.2123 0.7827 3.6707
H 4.2739 6.4041 2.1772
C 6.0479 4.4190 1.6222
H -1.2128 -0.6889 0.2147
H -3.6700 -1.0497 -0.3894
H -4.1514 -4.8155 4.2587
H 1.5567 0.2911 4.7776
H 4.8596 -3.0390 -7.3166
H 3.3603 2.7223 1.1811
O -2.9159 3.1573 0.7240
H 3.5579 -4.6194 -5.3369
H -0.3361 3.2912 5.1384
H 2.4386 -4.4568 -4.2024
H 3.0111 -4.1230 -7.7468
O -0.6774 3.5214 1.2691
O 2.9461 4.3251 2.4467
C -0.3103 -2.4475 -2.4063
H 1.8624 3.6201 0.8802
*
```

Values from the calculation:
HOMO = -8.90 eV
LUMO energy = -0.00407 Ha
electronic energy = -2785.14371 hartree

(5)
Density functional theory data (wB97M-V/def2-TZVPD) for a cluster of 7 separate species, C16H50N3O8 in total at a distorted geometry.

```
! wB97M-V def2-TZVPD RIJCOSX def2/J DEFGRID3
* xyz 1 1
H 2.9922 -4.8408 -2.4890
C 1.8442 1.5422 2.3730
C 1.2292 -4.3998 -2.4580
O -0.2548 -0.1888 -2.7890
O 2.6742 1.8902 3.4910
H 5.3682 -1.2038 1.3430
H -3.4358 -2.9448 -0.8500
H 4.4362 1.3252 0.0120
H 6.1462 0.7792 -0.0100
H 1.6382 -1.8378 -1.3490
C 1.4032 0.1102 2.5170
H 2.1962 -0.6618 2.6190
H -2.3858 -4.1098 -1.6770
N 2.3292 -1.1778 -1.1630
H 0.6722 0.1392 3.2000
H -2.2948 -2.4858 -2.0340
H -5.7608 2.8122 0.9540
H -1.9998 -1.2108 0.6510
N 0.6572 -0.2808 1.3280
H 1.0632 -5.0188 -3.1200
H 1.7852 2.5222 0.0960
H 1.3532 0.2642 -3.5390
H 2.5882 -0.9668 -0.2570
H 0.6732 -2.3448 1.2820
H 4.8172 -0.1788 -3.6170
H 3.1272 -1.8748 -1.3850
O 4.8122 -0.7028 0.6070
H -1.4088 1.1032 -0.8540
O 2.5982 -4.0178 -2.2820
C -0.0448 -1.5168 1.4470
H 4.8382 -1.1368 -5.3460
H 0.1592 0.4442 -4.6780
C -4.4508 1.7272 2.0240
H -8.2078 2.5872 3.6450
H -8.7048 1.9452 2.0250
H -1.2238 0.0312 -2.8460
H 2.5142 1.6322 1.3250
H 1.0892 1.6692 -1.2060
H -0.9708 -0.9278 -0.4230
H -1.5438 2.7842 -0.5560
O -1.2908 -3.0318 -0.1200
N -3.5548 1.7542 0.8530
C -2.3578 -3.2388 -1.1290
C 5.2812 0.6562 0.6480
H -1.6658 0.7372 1.5260
H 4.6262 -2.6118 -4.1970
C -8.0008 2.6082 2.5120
O 0.0382 1.8832 0.4410
H 0.3892 -3.6938 -2.4030
H -4.3168 0.7292 2.6590
H -3.9028 1.0212 0.0850
O 3.9592 -0.7278 -3.6340
H 2.1722 -0.4668 -1.7860
C -2.1698 1.5272 1.2080
H 0.7872 -5.0708 -1.6600
H 2.2932 2.2472 5.4160
C -1.2518 1.8372 -0.0810
H -8.0268 3.4632 1.9360
H -6.2398 1.2932 0.7530
C 4.1722 -1.7908 -4.6510
C 1.8942 2.4262 4.6360
H 0.5522 3.2022 -0.9260
C -1.1938 -1.7158 0.2450
O -6.6918 2.1792 2.6970
C -5.9208 1.9392 1.5960
H 5.1222 0.9822 1.5430
H 3.4152 -1.9728 -5.2770
H -4.1248 2.4842 2.7630
H 0.0852 0.5562 1.3400
H -1.8048 2.4672 1.8060
C 0.5602 -0.1618 -3.8800
H 0.6962 -1.1008 -4.3700
H -0.4918 -1.6598 2.5440
H 1.6672 3.3912 4.4920
C 0.9842 2.3862 -0.5030
H 1.0192 1.8612 4.7740
H 0.9732 2.3272 2.1300
*
```

Values from the calculation:
energy relative to the best compared isomer or geometry (same formula, charge and spin) = 123.5 kcal per mole
HOMO = -11.13 eV
LUMO energy = -0.07958 Ha
electronic energy = -1404.99715 hartree

(6)
Density functional theory data (wB97M-V/def2-TZVPD) for a cluster of 17 separate species, C16H51BNO18PS in total.

```
! wB97M-V def2-TZVPD RIJCOSX def2/J DEFGRID3
* xyz 0 1
O -1.5148 4.2095 5.8923
C 4.3180 -2.5156 -0.2189
H -1.6086 -1.7445 0.6459
H 2.5881 -1.2938 0.2035
O 2.2007 -5.2229 -2.5424
C -2.0510 1.6830 0.2333
H -4.0413 -2.5091 -0.7186
C 0.5763 1.9465 -0.1279
C 1.1408 2.3216 -2.4005
O -0.7472 -0.6875 3.1099
C -4.0854 0.4802 -0.0331
H 6.3799 3.2916 3.5025
B -1.8506 -0.7950 2.2820
O -1.3153 2.0029 -4.4920
H -4.8408 -0.1765 0.3770
H -1.3823 2.4267 -3.6203
H 2.6203 0.8068 3.7084
H 3.5741 -1.1144 -5.8683
C 0.2212 2.4352 -1.3802
C -2.1213 2.1502 -1.0736
H 0.0396 -1.0439 2.6782
H 4.2298 1.7069 1.2820
H -3.2821 2.1155 -2.8740
H -0.3388 0.3185 -3.6385
O -5.8454 -5.0616 -0.6476
H 0.2473 -3.7486 -0.5683
H 0.9588 -7.3834 -1.6481
H -2.5300 1.1947 2.8370
H -1.3293 1.0752 5.9052
C -3.0267 0.8599 0.7796
H 1.3363 -5.0835 -2.1341
C -2.8962 0.3897 2.2042
H 2.0876 -1.4597 -5.7875
H 4.2801 -2.6190 -1.3001
O 2.7642 -0.8949 -5.3990
O 5.5649 3.3788 2.9985
H -0.6504 -1.5986 -1.6348
C 3.6740 -1.2154 0.2673
H 1.9679 0.9401 1.0968
C 2.3634 1.7001 -2.1888
O -5.6011 -2.0217 -2.4499
H -1.6090 5.4973 2.7906
H -1.1829 -4.2284 -0.7376
P 4.2609 0.2612 -0.6855
H 3.1297 5.5006 1.0278
H -5.0124 -4.5654 -0.6784
N -1.0784 3.0148 -1.6008
O -1.9835 -1.9596 1.5327
H -3.1467 -3.1702 0.3304
H 5.5010 2.1486 0.1612
H -0.1492 -0.4411 -0.7905
C 2.6871 1.1663 -0.9530
H 3.8911 -1.0712 1.3267
O -2.1712 4.7214 2.8790
H -4.9994 0.6150 -1.9404
C -4.1607 0.9319 -1.3365
H -6.3219 -2.5286 -2.8373
O -3.4852 -3.2850 -0.5680
O 0.3188 -7.3474 -0.9293
O 0.1193 -0.5278 -3.5253
H 1.0155 -0.3551 -3.8349
H -1.1331 3.8656 -1.0388
O -0.8763 -1.0740 -0.8536
O 3.5715 5.6518 1.8694
H -1.1297 2.7238 -5.1012
O -2.1083 0.5107 5.8712
H 5.3510 -2.5690 0.1203
C 5.0105 1.3050 0.6376
H -3.8619 0.0374 2.5677
H 2.8153 -4.7032 -2.0163
H -6.4237 -4.5286 -0.0954
H 3.0617 1.5860 -3.0072
O 1.9663 0.2993 3.2164
O -0.3002 -4.3180 -1.1220
H 0.9149 2.6978 -3.3877
H 3.8126 -3.3601 0.2522
H 1.1335 0.4329 3.6873
H 5.7077 0.7080 1.2170
H 0.0802 -6.4142 -0.8701
S -0.6092 2.1177 1.1769
C 1.7792 1.3121 0.0962
H -1.5791 3.9742 2.7408
H -1.9184 -0.0973 5.1480
H 3.3527 4.8728 2.3932
H -1.8188 3.5468 6.5203
H -1.9498 3.9874 5.0606
H 5.4754 4.3281 2.8493
C -3.1927 1.7671 -1.8560
H -4.8286 -2.2817 -2.9640
*
```

Values from the calculation:
HOMO = -8.83 eV
LUMO energy = -0.01014 Ha
electronic energy = -2813.88446 hartree